Here is a 15-piece molecular cluster, C61H160N8O23 overall in a non-equilibrium geometry from OMol25. Energies are from ωB97M-V/def2-TZVPD.

Structure (XYZ):
```
252
Properties=species:S:1:pos:R:3:forces:R:3:lowdin_charge:R:1
O 2.886245 -0.089410 6.378604 0.8 -1.1 -0.8 -0.196
O 3.249008 -0.988859 1.588189 0.0 -0.5 0.1 -0.233
O 1.581088 -3.803129 -1.776721 -0.4 -0.6 -0.6 -0.079
O 2.107845 -3.546989 2.286859 0.8 0.7 0.2 -0.135
O -1.276790 -1.776381 -5.014330 -0.4 -0.3 -0.5 -0.203
O -1.759181 4.125607 2.853910 0.1 0.4 0.8 -0.103
O -4.810140 -0.371472 4.721667 0.4 0.9 0.9 -0.208
O -0.720059 -1.150457 3.563960 0.0 -2.0 0.1 -0.123
O -3.021807 8.521519 -1.006302 -0.3 -1.4 -0.2 -0.198
O -4.363970 3.542094 2.402214 -0.3 -0.2 0.4 -0.259
O -5.717033 -0.052288 -3.959847 0.5 1.2 -0.4 -0.205
O -1.866113 3.333644 -5.226333 -0.2 -1.2 0.0 -0.165
O -8.678821 0.627695 -2.008636 -0.2 0.6 -1.1 -0.190
O -4.318710 -4.607785 -4.404294 0.2 -0.3 0.0 -0.208
O -2.730751 -2.228742 -0.044901 0.8 -0.4 -0.3 -0.208
O 8.371885 -3.033752 4.656185 0.1 0.1 0.4 -0.185
O 6.773216 -4.440921 -2.003740 0.3 -0.2 -0.6 -0.255
O 2.026396 8.789257 -2.989353 0.3 -0.5 -0.3 -0.199
O -5.322049 4.878317 -2.657092 -0.3 0.4 0.0 -0.117
O 5.153677 -4.803153 4.106694 -0.3 0.7 -0.6 -0.216
O -1.941106 2.181254 -0.177643 0.5 0.8 -0.1 -0.238
O 9.615326 -2.376928 0.465145 0.1 -0.3 -0.9 -0.108
O 1.462985 -5.465475 0.444162 -0.1 -0.9 0.4 -0.161
N 5.752226 -1.881212 4.842023 -0.2 -1.8 -0.9 -0.066
N -1.043109 7.749558 -3.094889 0.4 0.5 -1.4 -0.049
N -6.844131 2.402656 -3.055539 -0.2 0.8 1.0 -0.082
N -2.938123 -4.758474 -0.992832 -0.1 0.2 -1.1 -0.058
N -2.555661 1.227473 3.602360 -0.8 0.0 -0.5 -0.024
N 5.613494 -4.819006 0.469229 -0.2 0.5 -0.9 -0.039
N 0.472454 0.517713 -0.249596 0.9 1.6 1.4 -0.008
N -0.284153 0.944208 -4.421257 0.2 -0.2 -1.5 -0.039
C -6.742411 1.992410 -4.464109 0.3 1.1 0.6 -0.176
C 3.789892 -0.479248 5.290491 -0.8 0.0 0.5 -0.184
C 0.164262 7.599879 -3.943751 -0.1 -0.3 1.1 -0.205
C -8.173810 2.920817 -2.642925 -0.2 0.1 -1.1 -0.178
C 8.164827 -1.704472 4.237356 -1.9 -0.7 -1.6 -0.223
C -0.840867 7.704882 -1.654892 -0.7 -0.5 -0.2 -0.201
C -5.367969 -5.324001 -5.020715 0.3 0.7 -0.2 -0.116
C -2.035446 4.564953 -5.802668 -0.7 0.9 -1.8 -0.158
C 0.312166 4.249326 4.149038 -2.1 -0.7 -1.5 -0.068
C 1.635938 -6.844580 0.802852 -0.4 -0.2 -0.9 -0.125
C 3.465614 -2.500718 -1.814397 2.1 0.9 -0.6 -0.095
C -1.712386 -2.215602 3.343479 -2.0 1.9 1.3 -0.240
C 2.094667 -3.547031 3.742920 -0.2 -0.8 -0.5 -0.241
C -0.166248 -0.245039 -3.643335 -1.0 -1.0 1.1 -0.221
C -1.708036 -4.365637 -0.303707 -1.1 -0.1 1.6 -0.196
C -1.429881 -2.875532 -0.256677 -0.6 1.4 0.9 -0.186
C -1.499136 -3.467550 4.277809 -1.3 2.2 -0.2 -0.048
C -0.770324 3.354645 -4.358720 0.5 -1.0 -0.6 -0.222
C -2.994150 -4.373379 -2.417931 0.0 -0.3 0.0 -0.192
C -5.468036 1.168522 -4.713697 -1.7 -0.7 1.9 -0.158
C -3.587260 1.199930 2.565290 -1.5 -0.1 0.1 -0.183
C -2.720201 -0.818146 -0.069537 -0.1 -0.2 -0.1 -0.118
C 9.326106 -3.678177 3.867262 0.5 -0.6 -1.1 -0.122
C 4.702706 -1.616373 5.806361 -0.7 1.7 -0.4 -0.194
C 5.203352 -4.290712 1.759823 2.9 -1.1 0.3 -0.169
C 7.023829 -5.156256 0.314454 0.8 0.2 -0.5 -0.198
C -5.350184 4.506964 2.039861 0.5 -0.6 -1.3 -0.084
C 6.815687 -4.689916 -3.415309 0.3 0.4 -0.6 -0.108
C 9.014778 -2.358568 -0.885236 0.8 -0.6 2.1 -0.269
C -3.098676 1.366853 4.939265 0.3 0.3 0.0 -0.199
C -4.674383 6.615723 -4.134935 -0.4 1.5 0.2 -0.083
C 4.610393 -0.745026 1.761422 1.8 -0.5 0.2 -0.127
C -4.235065 8.206256 -0.319444 -0.5 2.0 -1.0 -0.115
C -4.793515 2.160352 2.551969 0.6 1.8 1.6 -0.151
C 6.986853 -1.156115 5.006247 0.4 -0.6 2.4 -0.206
C 2.014743 0.907866 5.940602 0.0 0.5 0.1 -0.144
C -5.334984 -1.492653 5.363474 0.2 -1.2 0.6 -0.134
C 1.246140 -0.470742 0.506786 -0.5 -1.7 -0.9 -0.200
C 5.560224 -5.299319 2.832361 0.0 -0.1 1.1 -0.189
C -4.546234 -0.837822 -3.827227 -0.8 -0.3 0.0 -0.092
C 2.836943 -3.690898 -2.398625 -0.5 1.0 -0.9 -0.338
C -0.590734 2.758408 -0.232953 -1.8 0.6 2.4 -0.169
C -2.911151 3.102256 -0.662819 -0.7 0.2 -0.5 -0.103
C -3.658021 0.082803 5.477208 -0.3 -0.7 -1.0 -0.205
C -0.576311 2.059059 -3.610058 -1.0 1.1 1.1 -0.244
C -9.259620 1.821888 -2.585740 0.8 -0.7 0.4 -0.178
C -9.059937 0.429008 -0.704480 -0.1 -1.2 1.2 -0.152
C 7.256056 -5.511202 -1.175103 -2.5 0.0 0.0 -0.192
C 2.723321 -0.151730 0.576636 0.1 0.3 -0.2 -0.221
C 3.175159 9.577082 -3.197275 -0.1 0.2 -2.2 -0.121
C -1.388122 -2.974678 -5.763912 -0.9 -0.2 -0.2 -0.101
C -0.026703 -1.512972 -4.444422 0.7 -1.0 1.0 -0.232
C -2.157116 7.372617 -0.931398 1.3 2.1 -0.6 -0.210
C -4.887998 5.161418 -3.994413 1.4 -2.3 0.9 -0.338
C 1.126952 8.777566 -4.086674 -0.9 0.9 0.3 -0.232
C 9.953102 -3.182160 -1.693703 0.2 0.5 -0.4 -0.092
C 0.324773 1.798920 0.521306 -0.9 0.2 -1.2 -0.166
C 5.524161 -5.637016 5.129065 1.1 -1.2 1.2 -0.150
C 1.876225 -5.002430 4.192239 -1.3 0.5 0.6 -0.057
C -1.143317 4.862996 3.896589 2.3 -0.2 0.8 -0.294
C -4.189466 -5.074970 -3.058802 -0.2 2.8 -0.1 -0.220
H 5.027899 -1.237567 6.770082 0.6 -0.2 0.4 0.113
H -9.057558 1.314708 -0.121956 0.3 1.2 0.6 0.070
H 9.049012 -1.393718 -1.361417 -0.6 0.7 0.3 0.110
H 9.485884 -3.309311 -2.650915 0.0 -0.3 -0.8 0.065
H -5.581684 -1.343962 6.436327 0.2 0.4 -0.4 0.089
H 4.175373 -4.164274 1.727582 -1.9 0.5 0.2 0.080
H 10.217642 -4.131203 -1.264140 0.0 -0.4 0.3 0.074
H 0.116617 3.477050 -4.972580 0.5 0.4 -0.1 0.128
H 6.985687 -3.706313 -3.896864 0.0 -0.4 0.3 0.083
H -6.722742 2.942105 -5.037327 0.0 -0.6 0.0 0.112
H 3.227358 -0.351758 -0.386482 -0.2 0.1 0.3 0.109
H -6.295248 -5.188405 -4.467896 -0.3 0.1 0.0 0.085
H -1.618860 4.846838 4.902133 -0.4 -0.4 -0.7 0.112
H -10.063829 0.037376 -0.563866 -0.5 -0.3 -0.4 0.084
H 10.849418 -2.571304 -1.816458 0.2 -0.3 -0.1 0.084
H -1.463176 8.636473 -3.405643 -0.1 -0.6 0.6 0.117
H -6.278974 -1.808632 4.892694 0.6 0.0 -0.2 0.094
H 7.251827 -1.291161 6.083121 0.3 0.6 -0.3 0.129
H -6.246602 4.567436 2.659246 0.3 -0.1 0.5 0.086
H -4.001684 6.938928 -4.940977 0.1 -0.4 0.3 0.071
H -3.955777 2.710964 -0.527317 1.1 -0.1 0.0 0.092
H 0.905648 -0.768712 1.546902 0.0 0.7 -0.9 0.126
H 4.347748 0.445905 5.069670 0.2 -0.4 -0.3 0.117
H 2.365554 -6.994641 1.594103 0.3 0.2 0.1 0.064
H 9.063166 -1.119263 4.253390 0.6 0.5 0.5 0.118
H -10.082689 2.150746 -1.954879 -0.3 0.1 -0.1 0.112
H 0.727063 6.728696 -3.565835 0.0 0.3 -0.1 0.122
H -2.377489 -0.387823 -1.012030 0.1 -0.2 -0.4 0.067
H 0.756056 -1.415382 -5.150700 0.7 0.5 -1.5 0.106
H -5.701506 4.274083 1.014855 0.0 0.1 0.3 0.087
H -1.023790 0.808928 -5.098365 0.0 0.0 -0.2 0.120
H -1.748405 -2.453711 2.285620 0.2 -0.3 0.0 0.059
H -0.143500 6.907304 -1.433728 0.2 -0.4 0.0 0.114
H -1.963556 7.214604 0.113689 0.2 -0.5 0.7 0.109
H 5.294761 -4.198791 -0.299216 0.5 -0.6 0.8 0.102
H 2.621207 -2.765229 1.927491 -0.9 -0.7 0.7 0.079
H 5.047291 -6.605053 5.136921 -0.7 -0.5 -0.5 0.082
H 4.469268 -2.296151 -2.280371 -0.9 0.2 0.2 0.103
H -0.981120 -2.521764 -1.179593 0.1 0.3 -0.3 0.105
H 0.694855 -7.350347 1.124217 0.4 0.6 -0.2 0.086
H -6.652924 1.625297 -2.422787 0.0 -0.1 -0.5 0.109
H -2.535766 6.498701 -1.416214 -0.8 -0.6 -0.2 0.100
H -1.462630 1.920923 -2.905937 0.8 -0.2 -0.5 0.125
H 0.592190 -0.157737 -2.867378 0.3 0.1 -0.2 0.108
H -4.152425 0.282034 2.579737 0.3 -0.9 0.2 0.102
H 2.845158 10.597139 -3.424360 0.3 0.3 0.5 0.083
H -1.013998 5.930424 3.676277 -0.2 -0.1 -0.4 0.097
H 0.577144 9.786323 -4.124237 0.5 -1.2 0.0 0.145
H -0.121263 7.330303 -4.947605 -0.5 -0.1 -0.4 0.093
H 6.517899 -6.329559 -1.284289 0.5 -0.2 -0.3 0.125
H -1.894209 -4.626173 0.769996 0.4 -0.3 -0.8 0.122
H -3.770360 -4.337579 -0.579088 0.6 0.0 0.3 0.106
H -1.973547 2.009986 3.349579 0.3 0.4 0.3 0.079
H -0.642995 3.830296 0.208385 0.2 -1.7 -0.3 0.143
H -7.670267 1.472831 -4.683250 0.2 -0.6 -0.8 0.108
H 1.408337 1.289719 6.767607 0.3 -0.2 0.1 0.088
H -3.940569 0.298602 6.500614 -0.2 -0.3 0.5 0.118
H 4.750860 0.345719 1.868313 0.3 -0.3 -0.2 0.095
H 5.240778 -1.171917 0.916517 -0.7 0.7 0.5 0.104
H 3.240226 -0.830982 4.367561 0.3 0.5 0.9 0.118
H 1.397142 -4.941613 1.256807 0.3 0.4 0.0 0.037
H -4.532216 -2.279053 5.359484 -0.9 0.1 -0.1 0.090
H -3.088267 1.241689 1.632650 0.4 0.3 -1.0 0.070
H 3.762972 9.287028 -4.127464 -0.7 -0.1 0.9 0.101
H -5.621599 4.815891 -4.703411 -0.4 -0.2 -0.4 0.091
H 10.322004 -3.195373 3.898642 -0.2 -0.2 0.4 0.095
H -5.468303 1.927527 1.749309 -0.2 -0.4 -0.7 0.111
H -4.743372 7.310602 -0.699132 0.2 0.1 0.0 0.079
H -2.788789 3.238959 -1.781115 -0.1 0.3 1.2 0.087
H 3.859475 9.500740 -2.377197 0.0 0.1 0.7 0.076
H 1.233053 2.355003 0.726880 0.7 -0.4 -0.4 0.107
H -2.085353 -4.744728 -2.924696 -0.2 0.3 0.2 0.126
H 2.842600 -3.574855 -3.499897 -0.9 0.0 0.3 0.121
H -5.131534 -4.767733 -2.574359 0.2 -0.3 0.4 0.128
H -3.659227 -0.216571 -3.704637 0.2 -0.1 -0.1 0.074
H -0.895150 4.172354 -3.682713 0.1 0.7 0.8 0.111
H -2.262551 1.545725 5.624910 -0.1 0.5 -0.1 0.127
H 6.596458 -5.910736 5.182791 0.0 0.5 -0.5 0.098
H 5.023423 -1.243063 2.673426 -0.8 0.3 -0.5 0.065
H 1.758378 -4.394514 -1.029438 -0.7 -0.2 0.3 0.042
H -3.982811 4.504908 -4.144387 -0.6 0.9 -0.1 0.100
H -0.372621 8.588094 -1.279884 0.2 0.9 0.5 0.107
H -4.495461 -1.495230 -4.695449 0.6 -0.1 0.0 0.087
H -8.100717 3.507986 -1.720297 0.2 -0.6 0.2 0.112
H -4.710715 -1.439021 -2.934014 0.3 -0.2 0.0 0.084
H -9.654783 1.511354 -3.566120 0.2 0.4 0.2 0.120
H 3.416659 -4.538278 -2.244981 1.1 -1.9 0.5 0.085
H -3.760696 -0.496204 0.042386 0.2 0.0 0.2 0.098
H 5.301804 -5.232158 6.097598 -0.3 0.8 0.3 0.087
H 2.967511 0.887774 0.834996 -0.3 0.0 0.1 0.116
H -5.399922 2.128970 3.492471 0.4 -0.3 -0.6 0.125
H -4.340261 7.050550 -3.151100 -0.3 -0.3 -1.1 0.080
H -0.106615 1.661662 1.496997 -0.4 -0.4 0.7 0.101
H 6.615385 -5.536281 2.960735 0.5 0.4 -0.6 0.109
H 1.983458 -7.343975 -0.122727 -0.1 0.1 0.6 0.088
H 4.050399 -2.459397 5.997712 0.2 -0.5 -0.2 0.110
H 1.226497 -2.963963 4.040589 0.4 0.5 0.2 0.079
H 7.242152 -6.100152 0.855301 0.0 0.5 -0.1 0.122
H 5.122853 -6.268605 2.685539 -0.8 -0.6 -0.4 0.121
H -1.158099 5.058333 -6.233283 0.6 -0.6 -0.1 0.090
H -5.740889 3.997727 -2.661961 0.0 -0.2 -0.1 0.026
H -4.562037 1.640730 -4.304134 -0.2 0.2 -0.3 0.119
H 9.439433 -1.612042 1.001001 -0.4 0.6 0.0 0.055
H -5.098988 -6.352670 -4.991315 0.0 -1.2 -0.1 0.070
H -1.071075 -3.837070 -5.148499 -0.2 0.2 -0.2 0.081
H 0.119680 3.288887 4.687243 0.7 0.6 -0.6 0.066
H -2.393733 5.285132 -5.115532 -0.5 0.8 1.0 0.038
H 7.679577 -5.339623 -3.755002 -1.0 0.4 0.7 0.099
H -4.892536 9.112950 -0.472790 0.5 -1.1 0.2 0.105
H -2.764942 -1.687955 3.575659 2.0 -1.4 -0.6 0.125
H 0.307380 2.240731 -3.008060 0.1 0.0 0.5 0.115
H -2.086131 -0.390364 0.709229 -0.1 -0.1 0.3 0.070
H 5.934276 -2.897184 4.783635 -0.1 0.9 0.0 0.096
H 9.059304 -3.646668 2.791465 -0.2 0.0 0.3 0.067
H 7.712536 -4.362970 0.701552 -0.3 -0.4 -0.3 0.108
H 5.850667 -5.049719 -3.870516 0.8 -0.1 0.8 0.091
H -5.661877 7.002857 -4.450935 0.4 0.4 0.6 0.082
H -1.186063 -0.312452 3.546676 -0.6 0.5 -0.1 0.014
H 1.210733 -1.405805 -0.129517 -0.2 0.6 0.8 0.114
H -0.327982 2.852207 -1.236272 0.6 0.1 -1.7 0.056
H 1.185112 -5.442713 3.469359 0.2 -0.3 -0.1 0.065
H 7.840375 -1.726871 3.168958 0.3 -0.1 0.2 0.120
H -4.802917 5.454619 1.978317 -0.4 -0.1 0.2 0.087
H 2.758150 -1.695161 -1.932811 0.1 0.6 -0.2 0.063
H 6.804927 -0.115864 4.830655 0.2 0.8 -0.3 0.111
H 1.297097 -5.100617 5.156271 0.8 0.4 -0.7 0.095
H -1.937569 -4.360151 3.824355 0.1 0.1 0.2 0.074
H -0.445695 -3.547996 4.397157 0.7 -0.5 0.2 0.011
H -0.451145 0.203886 -0.534481 0.3 -0.1 0.3 0.062
H -0.770928 -2.567074 0.620759 -0.4 -0.6 -1.2 0.117
H -3.095607 -3.280321 -2.596350 0.2 -0.4 0.1 0.113
H -5.481914 -5.026085 -6.070584 0.1 0.2 0.4 0.093
H 0.881107 4.915633 4.735196 0.6 0.7 1.0 0.040
H -0.858782 -4.932232 -0.687435 0.0 0.1 0.1 0.105
H -2.495708 -3.087988 -6.021511 1.6 0.1 0.3 0.101
H 2.610135 1.731882 5.531591 -0.2 0.2 -0.1 0.082
H 1.580400 8.647893 -5.081374 0.6 0.1 0.4 0.116
H 8.026705 -2.789216 -0.764123 -0.2 0.3 -0.5 0.081
H -2.889746 4.066153 -0.079454 0.2 -0.7 -0.7 0.092
H 5.749875 -3.398800 2.093994 -0.2 0.4 -0.4 0.112
H -0.775208 -2.972180 -6.694604 -0.3 0.2 0.5 0.089
H -5.385727 0.945361 -5.755567 0.3 -0.1 -0.8 0.113
H 9.396444 -4.748536 4.141226 0.0 0.7 0.2 0.096
H -2.889283 -0.735318 5.431426 -0.4 0.7 0.2 0.120
H 2.798418 -5.552317 4.274378 0.2 -0.3 -0.2 0.048
H -1.971433 -3.240102 5.274543 0.5 -0.5 -0.9 0.078
H 1.338999 0.528821 5.186660 -0.3 -0.1 -0.5 0.073
H -8.551732 3.699043 -3.335658 0.4 -0.4 -0.1 0.124
H 0.875551 4.136353 3.181587 -0.7 -0.3 0.9 0.081
H 8.215857 -5.825766 -1.549557 0.7 -0.1 0.5 0.108
H -3.835278 2.205454 4.994489 0.4 -0.5 0.3 0.129
H -8.402883 -0.294429 -0.207477 0.1 0.1 -0.3 0.096
H -4.028718 8.143020 0.731990 0.0 -0.3 0.8 0.067
H 3.040567 -3.182425 4.155890 -0.2 0.2 -0.2 0.090
H -4.070911 -6.113237 -2.976212 0.1 -1.7 -0.1 0.102
H -2.775780 4.491298 -6.616217 0.2 -0.1 0.3 0.107
H 3.658842 -2.622442 -0.767310 -0.1 -0.1 0.8 0.054
H -2.725579 4.190445 2.926529 -0.1 -0.2 -0.2 0.052
H -1.125265 -0.366797 -3.095186 0.2 -0.2 0.3 0.107
H 0.400681 -2.386871 -3.863627 -1.0 0.7 0.2 0.127
```
Forces are in eV/Å.

## Properties
HOMO-LUMO gap (eV): 8.91
LUMO level (Ha): 0.022
Energy (eV): -124850.6255